Record 1
Here is an isolated molecule of C2H4Si at a distorted geometry from OMol25. Energies are from ωB97M-V with the def2-TZVPD basis set.

As for the structure (SMILES): C#C[SiH3]. The value obtained for the HOMO-LUMO gap is 0.4033 hartree. As for the maximum force: 6.84 eV/Å. The relative energy (zero: lowest compared OMol25 entry of this formula, charge and spin) comes out at 16.6 kcal per mole.

```
! RIJCOSX wB97M-V def2-TZVPD def2/J DEFGRID3
* xyz 0 1
H 0.589 0.771 1.980
C -0.938 0.649 -1.835
H 1.547 -0.906 0.667
C -0.360 0.266 -0.732
H -0.764 0.856 -2.902
Si 0.281 -0.277 1.018
H -0.355 -1.358 1.804
*
```

Charges per atom according to Mulliken partitioning, unit e:
1 H -0.093
2 C 0.016
3 H -0.097
4 C -0.406
5 H 0.288
6 Si 0.381
7 H -0.088

=====

Record 2
Here is a structure of composition C24H54Be2BrF2N6O16SSi at a distorted geometry from OMol25. Energies are from ωB97M-V with the def2-TZVPD basis set.

The value obtained for the HOMO-LUMO gap is 0.0494 hartree. As for the maximum force: 6.30 eV/Å.

```
! RIJCOSX wB97M-V def2-TZVPD def2/J DEFGRID3
* xyz 1 1
C -2.915 2.150 -6.767
C 1.161 -4.754 2.251
H -3.783 4.940 -3.971
O -0.372 -0.674 4.994
H -2.542 1.230 3.659
H -2.608 2.360 -7.794
C -1.189 2.949 3.261
O -0.605 -6.416 -3.114
O -4.695 -9.261 -3.564
C -0.277 4.939 -1.509
H 2.080 -0.681 -2.469
H -2.646 -3.281 1.956
H 0.159 4.762 -2.564
C 4.053 4.225 2.620
N 0.035 -7.257 -2.466
C 3.807 1.661 1.807
Si -0.305 3.235 -0.575
C -0.763 3.971 2.056
C 0.096 5.147 2.824
H -1.768 1.764 -1.961
O 1.299 -7.337 -2.598
H 4.594 -1.228 3.504
O -2.678 -1.323 3.814
C 4.521 3.083 1.572
H 4.299 3.420 0.480
H -2.838 1.076 -6.585
H -5.199 -8.289 -1.342
C -2.012 4.713 1.403
O 2.575 -0.060 -3.070
H 2.922 6.116 2.177
C -3.718 4.187 -4.757
H -2.854 2.910 -1.034
H 0.004 0.237 4.854
H 2.161 -3.736 0.601
H 5.659 2.889 1.636
C 2.683 4.986 2.167
C -1.924 2.237 -0.912
H -1.357 5.329 -1.610
H -1.138 0.024 1.347
H -1.951 3.517 3.921
H -4.328 3.330 -4.466
F 3.204 3.947 -0.527
C 4.933 0.502 2.036
H 1.604 3.472 3.420
O 0.814 -5.971 1.602
O -0.551 -8.021 -1.680
H 3.229 1.342 0.869
H 4.921 4.983 2.706
O 2.042 -7.498 0.469
Be -1.159 -6.145 -0.556
H -3.698 -4.532 2.691
H 3.105 1.633 2.714
N -3.638 -4.509 0.587
H -2.666 1.756 1.908
H -2.089 1.360 -0.200
H -0.479 5.511 3.752
C -0.904 0.382 2.418
N -4.398 -7.882 -1.796
C 1.956 -6.440 1.019
H 1.366 -4.950 3.307
O 2.981 -5.548 1.131
H -4.436 -3.100 1.908
H -2.446 -7.052 -3.152
O -3.278 4.126 1.277
H -3.894 -7.149 -1.329
H 3.068 -0.749 2.459
H 0.193 0.656 2.577
C 4.213 -0.897 2.472
H -0.305 2.638 3.911
H 0.629 2.479 1.502
H 0.304 6.046 2.155
O -0.497 -2.276 2.984
O -3.541 -3.823 -0.418
Br 1.581 -7.879 -4.648
H -1.018 2.600 -5.927
H 2.392 4.618 1.114
S -1.221 -1.071 3.577
H 2.125 2.547 -1.096
H 5.593 0.352 1.098
H 1.875 5.170 4.233
N 0.188 3.331 1.132
C -1.921 1.615 2.758
O -3.761 -5.726 0.611
C -3.602 -3.801 1.891
H 3.581 -0.105 -2.910
F 3.227 -3.646 2.300
O -1.381 4.245 -4.250
C 2.375 -4.325 1.499
O -1.960 5.928 1.004
C 1.091 2.204 -1.459
H 4.453 -1.732 1.713
Be 4.158 1.045 -3.813
H -4.096 4.624 -5.684
H 5.642 0.806 2.891
N -2.000 2.828 -5.872
H -3.945 2.470 -6.624
H 3.851 3.686 3.610
H -2.701 -8.122 -4.493
H 0.382 5.678 -0.927
H 2.352 -0.223 -4.023
H 0.956 1.124 -1.041
H 0.970 2.189 -2.596
C -4.065 -8.369 -3.018
C -2.284 3.768 -4.929
H 0.353 -4.025 2.180
N -2.979 -7.787 -3.585
C 1.565 4.604 3.287
*
```

Here are the Mulliken charges for atoms 1 to 99, given in e:
1 C -0.870
2 C 0.143
3 H 0.288
4 O -0.490
5 H 0.541
6 H 0.296
7 C -0.914
8 O -0.469
9 O -0.672
10 C -0.778
11 H 0.432
12 H 0.155
13 H 0.319
14 C -0.939
15 N 1.153
16 C 0.409
17 Si 0.074
18 C 0.521
19 C -0.933
20 H 0.314
21 O -0.468
22 H 0.286
23 O -0.615
24 C -0.440
25 H 0.271
26 H 0.284
27 H 0.177
28 C 0.185
29 O -0.160
30 H 0.404
31 C -1.379
32 H 0.312
33 H 0.364
34 H 0.250
35 H 0.481
36 C 0.054
37 C -0.782
38 H 0.269
39 H 0.250
40 H 0.460
41 H 0.378
42 F -0.729
43 C -0.689
44 H -0.066
45 O -0.260
46 O -0.498
47 H -0.173
48 H 0.362
49 O -0.474
50 Be 0.240
51 H 0.293
52 H -0.102
53 N 0.923
54 H 0.408
55 H 0.146
56 H 0.480
57 C -0.376
58 N -0.249
59 C 0.558
60 H 0.210
61 O -0.328
62 H 0.326
63 H 0.145
64 O -0.481
65 H 0.150
66 H 0.021
67 H -0.150
68 C -0.628
69 H 0.211
70 H -0.322
71 H 0.411
72 O -0.542
73 O -0.507
74 Br 0.161
75 H 0.213
76 H -0.093
77 S 1.223
78 H 0.251
79 H 0.304
80 H 0.351
81 N 1.037
82 C -0.540
83 O -0.530
84 C -0.657
85 H 0.261
86 F -0.280
87 O -0.559
88 C 0.437
89 O -0.502
90 C -0.611
91 H 0.170
92 Be 0.127
93 H 0.428
94 H 0.322
95 N -0.152
96 H 0.340
97 H 0.329
98 H 0.170
99 H 0.308

=====

Record 3
Here is an isolated molecule of C2H6N2S at a distorted geometry from OMol25. Energies are from ωB97M-V with the def2-TZVPD basis set.

As for the structure (SMILES): [H]/N=C(/C)NS. The value obtained for the HOMO-LUMO gap is 0.3632 hartree. As for the maximum force: 5.30 eV/Å. The relative energy (zero: lowest compared OMol25 entry of this formula, charge and spin) comes out at 58.4 kcal per mole.

```
! RIJCOSX wB97M-V def2-TZVPD def2/J DEFGRID3
* xyz 0 1
H 2.933 -0.065 1.020
H -1.983 1.219 0.063
S 2.201 0.085 -0.165
H -0.801 1.959 0.675
H -0.576 1.454 -1.156
N -1.343 -1.080 -0.138
H 0.911 -1.786 -0.281
N 0.777 -0.770 0.089
C -0.937 1.169 -0.059
C -0.520 -0.200 0.107
H -0.661 -1.985 -0.155
*
```

Charges per atom according to Mulliken partitioning, unit e:
1 H 0.124
2 H 0.342
3 S -0.203
4 H 0.353
5 H 0.217
6 N -0.574
7 H 0.283
8 N -0.395
9 C -0.980
10 C 0.620
11 H 0.214

=====

Record 4
Here is a structure of composition C2H4ClFS at a distorted geometry from OMol25. Energies are from ωB97M-V with the def2-TZVPD basis set.

The value obtained for the HOMO-LUMO gap is 0.3282 hartree. As for the maximum force: 5.65 eV/Å. The relative energy (zero: lowest compared OMol25 entry of this formula, charge and spin) comes out at 66.4 kcal per mole.

```
! RIJCOSX wB97M-V def2-TZVPD def2/J DEFGRID3
* xyz 0 1
H 0.608 0.618 1.088
F -0.484 1.133 -0.986
S 1.364 -0.755 -0.808
C -0.921 0.217 -0.019
H -1.423 0.637 0.819
H -0.068 -1.276 1.168
C 0.367 -0.254 0.591
Cl -2.085 -0.773 -0.709
H 2.642 0.453 -1.142
*
```

Charges per atom according to Mulliken partitioning, unit e:
1 H 0.341
2 F -0.238
3 S -0.245
4 C 0.092
5 H 0.260
6 H 0.299
7 C -0.514
8 Cl -0.138
9 H 0.142

=====

Please write out number 3 again, unchanged.
Here is an isolated molecule of C2H6N2S at a distorted geometry from OMol25. Energies are from ωB97M-V with the def2-TZVPD basis set.

As for the structure (SMILES): [H]/N=C(/C)NS. The value obtained for the HOMO-LUMO gap is 0.3632 hartree. As for the maximum force: 5.30 eV/Å. The relative energy (zero: lowest compared OMol25 entry of this formula, charge and spin) comes out at 58.4 kcal per mole.

```
! RIJCOSX wB97M-V def2-TZVPD def2/J DEFGRID3
* xyz 0 1
H 2.933 -0.065 1.020
H -1.983 1.219 0.063
S 2.201 0.085 -0.165
H -0.801 1.959 0.675
H -0.576 1.454 -1.156
N -1.343 -1.080 -0.138
H 0.911 -1.786 -0.281
N 0.777 -0.770 0.089
C -0.937 1.169 -0.059
C -0.520 -0.200 0.107
H -0.661 -1.985 -0.155
*
```

Charges per atom according to Mulliken partitioning, unit e:
1 H 0.124
2 H 0.342
3 S -0.203
4 H 0.353
5 H 0.217
6 N -0.574
7 H 0.283
8 N -0.395
9 C -0.980
10 C 0.620
11 H 0.214

=====

- The highest maximum force belongs to which entry?
  C2H4Si